Record 1
Molecular formula: C30H62BrCl26GaO7P
Method: DFT, wB97M-V/def2-TZVPD

Geometry as XYZ:
```
128
Properties=species:S:1:pos:R:3:lowdin_charge:R:1
C 5.681 -3.658 2.978 -0.077
C 5.182 -2.359 3.774 -0.282
O 3.819 -1.986 3.434 -0.262
P 3.732 -0.294 3.242 0.701
O 4.440 0.006 1.902 -0.347
C 1.945 0.322 3.249 -0.209
C 1.026 -0.685 2.366 -0.316
C -0.487 -0.759 2.872 -0.215
Ga -1.890 -0.522 1.336 0.429
C -3.794 -1.094 1.995 -0.202
C -3.756 -2.505 2.777 -0.228
O -4.225 -2.247 4.129 -0.054
C -4.963 -3.309 4.656 -0.451
C -4.661 -3.705 6.182 -0.006
O -5.853 -3.943 4.080 0.045
C -1.486 -1.804 -0.277 -0.297
C -0.060 -1.530 -0.955 -0.673
C -0.207 -1.824 -2.543 -0.212
Br 1.163 -2.984 -0.289 0.614
O -1.825 1.314 0.852 -0.270
C -2.913 2.073 1.369 -0.302
C -2.742 2.524 2.892 -0.356
C -3.937 3.547 3.274 -0.082
O -2.822 1.446 3.844 -0.099
O 4.577 0.509 4.498 -0.292
C 4.543 1.943 4.204 -0.349
C 6.078 2.439 4.220 -0.087
H 6.609 -3.364 2.386 0.076
H 4.907 -4.077 2.268 0.051
H 5.983 -4.472 3.704 0.064
H 5.189 -2.549 4.903 0.124
H 5.880 -1.511 3.489 0.100
H 1.529 0.499 4.285 0.095
H 1.971 1.307 2.671 0.101
H 1.464 -1.735 2.483 0.070
H 1.159 -0.356 1.295 0.071
H -0.623 0.119 3.600 0.039
H -0.701 -1.693 3.502 0.052
H -4.383 -1.256 1.038 -0.027
H -4.319 -0.277 2.577 0.043
H -2.689 -2.909 2.733 0.108
H -4.400 -3.216 2.180 0.113
H -4.667 -4.824 6.306 0.083
H -5.488 -3.198 6.785 0.087
H -3.697 -3.201 6.490 0.078
H -2.371 -1.632 -1.019 -0.040
H -1.612 -2.854 0.135 0.040
H 0.325 -0.491 -0.742 0.082
H -1.277 -1.761 -2.892 -0.046
H 0.472 -1.144 -3.144 -0.006
H 0.165 -2.890 -2.734 0.051
H -2.935 3.053 0.765 0.121
H -3.940 1.599 1.199 0.099
H -1.775 3.090 3.093 0.147
H -4.063 3.565 4.414 0.068
H -3.719 4.608 2.948 0.045
H -4.940 3.155 2.881 0.091
H -3.738 1.342 4.174 0.086
H 3.916 2.462 4.989 0.082
H 4.097 2.185 3.193 0.069
H 6.290 2.891 3.194 0.077
H 6.742 1.535 4.384 0.080
H 6.162 3.194 5.057 0.052
C 3.083 -0.844 -5.120 -1.055
Cl 2.925 -0.525 -3.384 0.510
Cl 1.548 -0.614 -5.967 0.491
H 3.822 -0.162 -5.537 0.018
H 3.407 -1.868 -5.261 -0.051
C -2.100 -2.437 -7.230 -1.013
Cl -2.003 -0.803 -7.899 0.485
Cl -1.904 -2.420 -5.475 0.520
H -3.073 -2.862 -7.473 -0.001
H -1.311 -3.045 -7.668 0.027
C 1.980 3.505 -3.192 -0.997
Cl 1.484 2.152 -4.212 0.503
Cl 2.708 4.801 -4.154 0.512
H 1.107 3.897 -2.675 0.032
H 2.710 3.151 -2.467 0.032
C -5.295 -1.595 -2.176 -0.982
Cl -3.649 -1.749 -2.802 0.570
Cl -5.421 -0.286 -1.000 0.588
H -5.967 -1.382 -3.005 -0.006
H -5.582 -2.531 -1.700 0.024
C -3.771 6.495 5.315 -1.023
Cl -2.055 6.471 4.895 0.515
Cl -4.743 7.171 4.002 0.521
H -4.101 5.477 5.510 0.007
H -3.908 7.105 6.206 0.025
C -5.422 -0.882 -5.957 -1.003
Cl -5.388 -0.661 -7.711 0.501
Cl -5.352 -2.594 -5.526 0.481
H -4.564 -0.373 -5.520 0.022
H -6.343 -0.456 -5.565 0.029
C 6.408 -3.734 -4.868 -0.997
Cl 5.230 -2.726 -4.021 0.581
Cl 7.044 -2.908 -6.296 0.491
H 7.232 -3.958 -4.194 0.026
H 5.925 -4.657 -5.180 0.029
C 5.952 6.305 -4.884 -1.051
Cl 7.496 6.112 -5.724 0.492
Cl 5.114 7.769 -5.412 0.488
H 5.324 5.443 -5.096 -0.017
H 6.138 6.371 -3.814 0.029
C -8.675 7.369 3.815 -1.040
Cl -9.689 7.612 5.243 0.489
Cl -8.791 5.707 3.225 0.500
H -9.002 8.047 3.030 0.026
H -7.639 7.581 4.076 -0.021
C 3.126 -6.739 1.950 -1.024
Cl 3.144 -6.601 3.714 0.494
Cl 2.367 -5.330 1.203 0.460
H 4.150 -6.821 1.592 0.022
H 2.566 -7.630 1.673 0.022
C 6.273 -0.721 -9.888 -1.032
Cl 5.196 -0.499 -8.505 0.499
Cl 6.209 -2.381 -10.492 0.491
H 5.970 -0.044 -10.683 0.025
H 7.293 -0.497 -9.580 0.026
C -5.686 -6.363 -4.779 -1.022
Cl -4.046 -6.519 -5.422 0.503
Cl -5.786 -5.061 -3.589 0.499
H -6.367 -6.145 -5.599 0.026
H -5.968 -7.300 -4.303 0.025
C 4.467 6.100 4.690 -1.003
Cl 3.487 4.882 3.865 0.578
Cl 6.111 6.152 4.042 0.507
H 4.004 7.076 4.554 0.023
H 4.512 5.858 5.750 0.028
```

Summary:
Total charge: -1
Frontier orbital gap in eV: 6.4
Spin multiplicity: 1

=====

Record 2
Molecular formula: C30H63Cl4NO6PS
Method: DFT, wB97M-V/def2-TZVPD

Geometry as XYZ:
```
106
Properties=species:S:1:pos:R:3:lowdin_charge:R:1
C 7.677 -5.112 0.223 -0.148
C 6.908 -3.660 0.221 -0.272
C 6.352 -3.184 -1.251 -0.229
C 5.320 -4.262 -1.947 -0.211
C 4.600 -3.496 -3.209 -0.215
C 2.980 -3.414 -2.945 -0.192
C 2.525 -1.950 -2.268 -0.193
C 1.099 -1.498 -2.888 -0.103
C 0.084 -0.549 -1.987 -0.223
C -1.341 -0.496 -2.839 -0.566
Cl -2.921 -0.860 -1.957 0.644
C -1.424 -1.251 -4.277 -0.625
C -1.851 -2.817 -4.311 -0.185
Cl -2.893 -0.441 -5.184 0.528
N 0.001 -0.938 -0.541 -0.041
C -0.122 -2.374 -0.146 -0.287
C -1.020 -3.448 -0.944 -0.090
C -0.817 -2.439 1.386 -0.135
C 0.193 -3.180 2.485 -0.234
C 0.555 -4.733 2.110 -0.136
C 1.043 -0.385 0.418 -0.145
C 2.274 0.517 -0.088 -0.218
C 2.962 1.452 1.125 -0.612
Cl 2.842 0.705 2.808 0.603
C 4.588 1.586 0.747 -0.652
C 5.488 0.308 1.218 -0.183
Cl 5.170 3.078 1.748 0.519
C 2.108 1.307 -1.494 -0.233
O 2.488 2.737 -1.460 -0.101
C 0.566 1.061 -2.092 -0.357
O 0.804 1.459 -3.525 -0.068
P -0.504 2.375 -1.314 0.479
O -0.205 3.881 -2.227 -0.276
O -2.235 2.224 -1.360 -0.310
S -0.158 2.910 0.527 0.420
H 7.087 -5.972 -0.323 0.073
H 7.799 -5.416 1.371 0.089
H 8.734 -4.997 -0.272 0.083
H 7.700 -2.837 0.557 0.114
H 6.006 -3.678 0.993 0.109
H 7.222 -3.002 -2.015 0.125
H 5.774 -2.170 -1.110 0.082
H 4.486 -4.661 -1.224 0.110
H 5.945 -5.166 -2.356 0.113
H 4.816 -4.140 -4.191 0.122
H 5.036 -2.419 -3.437 0.114
H 2.464 -3.450 -4.020 0.120
H 2.592 -4.302 -2.262 0.118
H 3.446 -1.237 -2.534 0.113
H 2.579 -2.126 -1.118 0.096
H 0.636 -2.565 -3.161 0.098
H 1.345 -1.029 -3.959 0.153
H -1.590 0.615 -3.223 0.077
H -0.538 -0.997 -5.037 0.131
H -2.349 -3.017 -5.377 0.092
H -2.629 -3.177 -3.523 0.072
H -0.942 -3.589 -4.260 0.087
H -0.890 -0.469 -0.178 0.161
H 0.916 -2.950 0.000 0.150
H -2.204 -3.306 -0.860 0.088
H -0.690 -3.773 -2.010 0.065
H -0.873 -4.459 -0.310 0.105
H -1.162 -1.390 1.770 0.124
H -1.798 -3.114 1.394 0.134
H -0.435 -3.220 3.500 0.130
H 1.155 -2.562 2.727 0.099
H -0.264 -5.471 2.531 0.096
H 0.824 -4.917 0.977 0.066
H 1.554 -4.992 2.712 0.096
H 0.504 0.240 1.286 0.115
H 1.597 -1.231 1.062 0.131
H 3.196 -0.227 -0.276 0.120
H 2.587 2.553 1.137 0.065
H 4.751 1.840 -0.401 0.122
H 6.599 0.525 0.838 0.100
H 5.192 -0.714 0.674 0.072
H 5.594 0.177 2.391 0.084
H 2.823 0.827 -2.321 0.168
H 3.159 2.951 -2.184 0.148
H 0.001 1.915 -3.902 0.115
H 0.428 4.438 -1.659 0.082
H -2.676 3.122 -1.489 0.105
C -5.323 2.524 0.596 -0.062
C -5.349 3.988 1.004 -0.499
C -6.694 4.375 1.596 -0.060
O -5.084 4.801 -0.137 -0.064
H -6.080 2.317 -0.170 0.086
H -4.353 2.262 0.160 0.052
H -5.508 1.871 1.455 0.084
H -4.556 4.181 1.734 0.141
H -7.499 4.234 0.866 0.087
H -6.702 5.435 1.874 0.078
H -6.920 3.778 2.485 0.082
H -5.783 4.636 -0.791 0.094
C -6.446 5.645 6.368 -0.066
C -7.279 5.946 5.132 -0.511
C -8.030 7.260 5.276 -0.063
O -8.212 4.889 4.923 -0.068
H -7.081 5.553 7.256 0.083
H -5.920 4.690 6.255 0.079
H -5.707 6.432 6.547 0.081
H -6.629 5.988 4.251 0.122
H -8.721 7.225 6.126 0.083
H -8.635 7.457 4.385 0.082
H -7.338 8.096 5.423 0.082
H -8.793 4.844 5.700 0.094
```

Summary:
Total charge: +1
Frontier orbital gap in eV: 9.0
Spin multiplicity: 1

=====

Record 3
Molecular formula: C30H63ClN8O11
Method: DFT, wB97M-V/def2-TZVPD

Geometry as XYZ:
```
113
Properties=species:S:1:pos:R:3:lowdin_charge:R:1
O 5.762 1.930 1.523 0.045
C 5.276 2.011 0.429 -0.749
Cl 5.254 3.607 -0.382 0.686
C 4.721 0.824 -0.319 -0.116
C 3.241 0.880 -0.681 -0.282
C 2.623 2.174 -1.183 -0.176
O 1.239 1.786 -1.280 0.010
C 1.003 1.358 0.005 -0.448
O 0.024 1.644 0.628 0.131
C 2.222 0.533 0.415 -0.044
H 4.876 -0.038 0.312 0.127
H 5.321 0.704 -1.214 0.125
H 3.123 0.097 -1.425 0.129
H 3.032 2.690 -2.030 0.114
H 2.617 2.813 -0.303 0.096
H 1.987 -0.510 0.517 0.078
H 2.655 0.972 1.313 0.135
C 2.328 -5.479 -1.660 -0.067
N 2.054 -4.183 -1.057 -0.173
C 1.893 -4.092 0.388 -0.031
C 1.929 -3.078 -1.799 -0.350
O 1.678 -1.960 -1.375 0.006
H 1.508 -6.155 -1.426 0.078
H 3.262 -5.895 -1.275 0.093
H 2.404 -5.384 -2.736 0.060
H 0.898 -3.709 0.622 0.083
H 2.626 -3.404 0.804 0.076
H 2.021 -5.077 0.828 0.089
H 2.068 -3.272 -2.877 0.135
C 2.652 -7.961 -6.902 -0.062
N 2.109 -7.562 -5.620 -0.196
C 1.070 -6.542 -5.571 -0.029
C 2.529 -8.102 -4.462 -0.344
O 2.098 -7.795 -3.369 0.012
H 3.103 -7.101 -7.402 0.088
H 1.858 -8.362 -7.536 0.088
H 3.412 -8.727 -6.766 0.081
H 1.406 -5.695 -4.973 0.081
H 0.172 -6.946 -5.104 0.097
H 0.839 -6.207 -6.578 0.085
H 3.315 -8.866 -4.596 0.133
C -2.325 -2.694 -0.405 -0.061
N -1.955 -4.050 -0.780 -0.186
C -2.280 -5.146 0.114 -0.040
C -1.312 -4.324 -1.924 -0.363
O -0.943 -5.432 -2.270 0.000
H -1.850 -2.427 0.537 0.076
H -3.406 -2.624 -0.286 0.082
H -2.005 -1.992 -1.171 0.080
H -1.367 -5.661 0.419 0.087
H -2.921 -5.867 -0.396 0.091
H -2.791 -4.761 0.993 0.086
H -1.113 -3.423 -2.530 0.135
C 1.161 -1.307 5.652 -0.057
N 1.083 -1.172 4.211 -0.186
C -0.100 -0.563 3.613 -0.017
C 2.066 -1.588 3.399 -0.315
O 2.036 -1.487 2.186 -0.016
H 0.335 -1.923 6.013 0.088
H 1.102 -0.323 6.122 0.090
H 2.100 -1.777 5.935 0.082
H -0.578 -1.270 2.934 0.092
H 0.180 0.320 3.039 0.087
H -0.800 -0.281 4.396 0.076
H 2.920 -2.034 3.935 0.139
C 0.620 5.793 -4.413 -0.054
N 1.570 5.722 -3.322 -0.187
C 2.931 6.185 -3.529 -0.037
C 1.229 5.240 -2.114 -0.341
O 1.990 5.164 -1.166 -0.016
H 0.975 5.196 -5.257 0.087
H 0.501 6.829 -4.737 0.089
H -0.346 5.412 -4.092 0.087
H 3.634 5.371 -3.348 0.085
H 3.160 6.992 -2.833 0.091
H 3.045 6.542 -4.550 0.084
H 0.181 4.915 -2.052 0.136
C -4.727 2.576 0.061 -0.048
N -4.099 1.269 0.094 -0.183
C -3.793 0.598 -1.158 -0.031
C -3.787 0.659 1.246 -0.340
O -3.258 -0.435 1.340 -0.004
H -5.690 2.512 -0.449 0.089
H -4.088 3.282 -0.472 0.093
H -4.888 2.941 1.073 0.083
H -4.313 -0.360 -1.204 0.087
H -2.721 0.410 -1.224 0.090
H -4.104 1.220 -1.992 0.088
H -4.057 1.255 2.135 0.123
C -0.696 7.995 2.568 -0.060
N -0.456 7.571 1.204 -0.193
C 0.910 7.524 0.700 -0.030
C -1.454 7.216 0.380 -0.355
O -1.309 6.856 -0.775 0.000
H -0.325 9.012 2.713 0.088
H -0.180 7.328 3.261 0.090
H -1.761 7.974 2.787 0.081
H 1.001 8.185 -0.164 0.095
H 1.147 6.512 0.382 0.066
H 1.605 7.840 1.474 0.088
H -2.449 7.283 0.852 0.130
C -4.130 -0.671 4.795 -0.057
N -4.729 0.413 5.553 -0.196
C -5.801 0.121 6.489 -0.042
C -4.324 1.688 5.418 -0.367
O -4.790 2.632 6.024 0.011
H -4.896 -1.156 4.188 0.093
H -3.697 -1.402 5.481 0.089
H -3.349 -0.293 4.139 0.057
H -6.700 0.672 6.210 0.092
H -5.512 0.430 7.494 0.092
H -6.012 -0.945 6.483 0.084
H -3.505 1.806 4.686 0.129
```

Summary:
Frontier orbital gap in eV: 9.3
SMILES: O=C(Cl)C[C@@H]1COC(=O)C1.CN(C)C=O.CN(C)C=O.CN(C)C=O.CN(C)C=O.CN(C)C=O.CN(C)C=O.CN(C)C=O.CN(C)C=O
Spin multiplicity: 1

=====

Record 4
Molecular formula: C30H63FN2NbO7
Method: DFT, wB97M-V/def2-TZVPD

Geometry as XYZ:
```
104
Properties=species:S:1:pos:R:3:lowdin_charge:R:1
C -2.314 2.264 9.052 -0.144
C -1.444 3.498 8.450 -0.251
C -1.537 3.462 6.839 -0.368
N -0.776 4.602 6.250 -0.255
Nb -1.389 5.082 4.248 1.491
C 0.797 4.802 3.616 -0.405
C 1.128 5.188 2.096 -0.317
F 0.381 6.303 1.574 -0.172
C -1.897 2.912 3.719 -0.313
C -1.618 2.511 2.177 -0.447
C -3.013 2.811 1.387 -0.095
O -1.354 1.095 1.968 -0.205
C 0.016 0.752 2.253 -0.174
C 0.076 -0.050 3.656 -0.122
C 1.331 -0.139 4.560 -0.036
C 1.225 -0.912 5.910 -0.090
C -0.091 -1.596 6.399 -0.094
C -1.319 -1.485 5.457 -0.085
C -1.268 -0.732 4.101 -0.012
N -3.443 5.366 4.776 -0.297
C -3.636 6.100 6.067 -0.352
C -4.640 5.216 6.983 -0.242
C -5.520 4.184 6.078 -0.157
H -1.644 1.598 9.713 0.063
H -2.633 1.608 8.168 0.066
H -3.220 2.639 9.642 0.061
H -0.354 3.305 8.785 0.099
H -1.750 4.507 8.887 0.094
H -2.599 3.365 6.436 0.077
H -0.982 2.499 6.519 0.105
H 0.246 4.441 6.266 0.024
H -1.865 5.507 2.518 -0.100
H -1.042 6.847 4.611 -0.137
H 1.163 3.751 3.897 0.031
H 1.410 5.534 4.276 0.031
H 1.089 4.262 1.403 0.087
H 2.240 5.515 2.074 0.094
H -1.402 2.126 4.386 0.027
H -3.040 2.784 3.867 0.038
H -0.849 3.211 1.692 0.097
H -3.258 3.928 1.366 0.054
H -3.827 2.177 1.879 0.075
H -2.834 2.498 0.285 0.073
H 0.661 1.700 2.295 0.123
H 0.402 0.063 1.425 0.109
H 2.301 0.377 4.251 0.091
H 2.125 -0.977 6.608 0.072
H -0.186 -2.138 7.406 0.080
H -2.306 -1.951 5.793 0.078
H -2.233 -0.679 3.502 0.101
H -3.883 5.936 4.037 0.018
H -2.675 6.410 6.595 0.064
H -4.208 7.084 5.842 0.104
H -5.353 5.840 7.628 0.089
H -4.047 4.530 7.704 0.074
H -4.889 3.304 5.695 0.055
H -6.380 3.707 6.683 0.061
H -5.989 4.763 5.211 0.065
C 3.016 -4.381 -3.932 -0.105
O 2.046 -3.350 -3.937 -0.202
C 0.782 -3.765 -4.437 -0.191
C -0.359 -3.199 -3.594 -0.174
O -0.474 -3.752 -2.282 -0.124
C 0.557 -3.432 -1.345 -0.171
C 0.608 -1.967 -0.917 -0.193
O 1.093 -1.147 -1.975 -0.207
C 0.421 0.095 -2.078 -0.106
H 3.413 -4.525 -4.941 0.077
H 3.829 -4.080 -3.269 0.090
H 2.599 -5.319 -3.552 0.087
H 0.702 -4.860 -4.463 0.124
H 0.695 -3.384 -5.460 0.113
H -1.299 -3.450 -4.100 0.126
H -0.325 -2.110 -3.553 0.112
H 1.528 -3.778 -1.700 0.110
H 0.331 -4.027 -0.455 0.127
H 1.301 -1.858 -0.075 0.122
H -0.390 -1.651 -0.592 0.125
H -0.663 -0.024 -1.975 0.089
H 0.619 0.503 -3.072 0.087
H 0.799 0.794 -1.327 0.086
C 5.670 -4.709 -11.061 -0.112
O 4.341 -5.142 -10.826 -0.206
C 4.260 -6.297 -10.002 -0.192
C 3.130 -6.173 -8.982 -0.175
O 3.350 -5.210 -7.950 -0.131
C 3.340 -3.832 -8.337 -0.168
C 1.985 -3.302 -8.801 -0.184
O 1.648 -3.834 -10.079 -0.207
C 0.280 -4.165 -10.207 -0.113
H 6.140 -5.338 -11.822 0.086
H 5.632 -3.680 -11.424 0.089
H 6.263 -4.722 -10.141 0.086
H 5.205 -6.477 -9.472 0.123
H 4.059 -7.151 -10.657 0.124
H 3.043 -7.137 -8.468 0.127
H 2.169 -6.007 -9.468 0.110
H 4.122 -3.628 -9.069 0.111
H 3.621 -3.278 -7.435 0.124
H 2.036 -2.213 -8.902 0.128
H 1.224 -3.550 -8.052 0.112
H -0.094 -4.687 -9.320 0.086
H 0.176 -4.841 -11.059 0.088
H -0.313 -3.266 -10.395 0.087
```

Summary:
Total charge: -1
Frontier orbital gap in eV: 6.2
Spin multiplicity: 1

=====

no.,HOMO level (eV)
1,-4.6
2,-11.4
3,-8.7
4,-4.4